Entry 1:
Molecular formula: C25H48BF3N2NbO7
Method: DFT, ωB97M-V with the def2-TZVPD basis set

Results
spin multiplicity	1
charge	-1
HOMO-LUMO gap	6.708	eV
HOMO level	-4.45	eV
DFT total energy	-54388.1339	eV
max |F|	3.18	eV Å⁻¹

```
87
C25H48BF3N2NbO7 ωB97M-V with the def2-TZVPD basis set
C 2.95873 -0.97602 -2.73795
C 2.17998 -0.07840 -3.00583
C 1.26847 1.08546 -3.09967
Nb 0.67939 1.89604 -1.00562
C -1.13398 0.49793 -1.17934
C -0.80441 -1.03857 -1.32672
C -1.36662 -1.87563 -0.19725
F -0.50613 -2.28992 0.77024
C -2.62075 -2.29049 -0.06942
F -3.70317 -1.63355 -0.41860
F -2.85960 -3.49022 0.50781
B 2.75712 2.96193 -1.00727
O 3.78847 2.46160 -1.86386
O 3.10221 4.08921 -0.25222
C 4.13142 3.86482 0.70495
C 4.05714 2.50382 1.42283
C 0.18462 2.49418 1.16804
C -0.38828 1.50145 1.97297
C -0.67516 1.83320 3.30349
C -0.35795 3.13735 3.64980
C 0.22539 4.04855 2.79525
N 0.49813 3.73546 1.53049
N -0.29909 3.58253 -1.83366
C -0.48515 3.53913 -3.30542
C -1.48115 4.01522 -1.17473
C -2.84181 3.33110 -1.33548
O -1.44450 5.01686 -0.48836
H 3.71923 -1.71128 -2.60195
H 1.83838 1.84148 -3.65739
H 0.34291 0.78553 -3.61173
H 1.54917 0.46631 -0.25334
H -1.84083 0.58879 -0.33846
H -1.71344 0.79029 -2.07646
H -1.28500 -1.42041 -2.24114
H 0.26591 -1.26982 -1.38149
H 4.53211 2.13635 -1.34265
H 5.13423 4.02895 0.26693
H 4.02090 4.64208 1.47882
H 4.54913 1.69514 0.87390
H 3.04802 2.23328 1.74765
H 4.65071 2.60586 2.35128
H -0.58641 0.49533 1.61169
H -1.10672 1.12481 4.00676
H -0.58248 3.46791 4.66893
H 0.45155 5.06758 3.11476
H -1.07851 4.42467 -3.60501
H -1.00464 2.64544 -3.68012
H 0.49209 3.68905 -3.77529
H -3.68353 3.99607 -1.13172
H -2.92650 2.91893 -2.35364
H -2.89486 2.49556 -0.62559
C -6.09970 -6.08547 1.06913
C -6.42777 -5.05116 0.00857
O -6.10154 -3.74492 0.46487
H -6.64676 -5.87545 1.98936
H -6.35447 -7.09212 0.73045
H -5.03527 -6.05685 1.31448
H -7.49291 -5.06244 -0.22273
H -5.87160 -5.25460 -0.91346
H -5.15715 -3.73449 0.65877
C 4.47928 -1.25369 4.31402
C 3.47053 -0.45926 3.50221
O 3.96244 -0.19871 2.19491
H 5.42317 -0.71038 4.38544
H 4.10701 -1.44691 5.32253
H 4.69476 -2.21087 3.83188
H 3.27339 0.50327 3.97431
H 2.52412 -1.00461 3.42190
H 4.12613 -1.04601 1.76873
C 3.74318 0.99819 -6.63476
C 3.11237 2.30557 -7.08010
O 2.59683 3.01926 -5.96460
H 3.01149 0.37946 -6.11357
H 4.13306 0.44009 -7.48959
H 4.56137 1.18299 -5.93486
H 2.28216 2.11755 -7.76106
H 3.84747 2.93445 -7.59680
H 3.33012 3.19343 -5.36427
C -3.37578 -4.91324 4.01778
C -3.69596 -5.76310 5.23247
O -4.36557 -6.96428 4.85202
H -4.28933 -4.65987 3.47774
H -2.87148 -3.99002 4.30733
H -2.73302 -5.45946 3.32271
H -4.35357 -5.22491 5.91413
H -2.77978 -6.02600 5.77229
H -3.78197 -7.44639 4.25860
```

Entry 2:
Molecular formula: C6H24BrO9
Method: DFT, ωB97M-V with the def2-TZVPD basis set

Results
spin multiplicity	1
ΔE to the lowest compared entry with this formula, charge and spin	1288.6	kJ/mol
charge	-1
HOMO-LUMO gap	8.438	eV
HOMO level	-5.44	eV
DFT total energy	-95070.0322	eV
max |F|	12.62	eV Å⁻¹

```
40
C6H24BrO9 ωB97M-V with the def2-TZVPD basis set
Br -0.02772 0.10012 -0.79690
C -0.03789 -2.31874 1.72006
C -1.49209 -2.97709 1.49732
O -2.28181 -2.98760 2.63332
O 0.77368 -2.15086 0.57868
H 0.43862 -2.96072 2.46093
H -0.27957 -1.36859 2.19641
H -1.33906 -4.03610 1.28954
H -2.03808 -2.56384 0.64926
H -3.07217 -3.51616 2.50085
H 0.70717 -1.26906 0.20506
C 2.62732 -1.11403 0.53963
C 1.83676 -0.13118 1.33507
O 2.59154 0.82040 1.99582
O 3.48575 -2.02157 1.32197
H 3.37424 -0.61576 -0.07837
H 1.97531 -1.71681 -0.09254
H 1.32237 -0.65622 2.13995
H 1.06003 0.41583 0.80069
H 3.40710 0.36070 2.20826
H 2.92709 -2.76980 1.54477
C -0.47357 2.49809 -2.92071
C -0.27207 4.04801 -2.91542
O -1.44982 4.86208 -3.14646
O -0.76014 2.11777 -1.59638
H 0.43654 1.92673 -3.10330
H -1.23554 2.27705 -3.66814
H 0.39157 4.27013 -3.75109
H 0.30519 4.26481 -2.01661
H -1.87218 5.09403 -2.31615
H -0.36241 1.27356 -1.37116
O -0.37534 0.82340 1.86541
H 0.34622 1.29673 2.27959
H -0.06059 0.63119 0.98211
O -1.79444 -0.34362 -2.57264
H -1.15128 0.00469 -1.95519
H -1.70190 -1.29394 -2.50499
O -1.90411 -0.00916 1.06217
H -1.29962 0.05137 0.32247
H -2.72491 -0.31586 0.67687
```

Entry 3:
Molecular formula: C22H47ClI2N2O8P
Method: DFT, ωB97M-V with the def2-TZVPD basis set

Results
spin multiplicity	1
charge	+1
HOMO-LUMO gap	7.485	eV
HOMO level	-11.24	eV
DFT total energy	-80942.4720	eV
max |F|	2.46	eV Å⁻¹

```
83
C22H47ClI2N2O8P ωB97M-V with the def2-TZVPD basis set
C 2.42969 -1.24770 1.82981
C 2.20916 -0.60930 0.42888
C 1.25589 0.61245 0.65209
N -0.06058 0.39150 -0.02442
C -1.13984 0.92886 0.64048
C -2.44726 0.52662 0.26783
C -3.55433 1.06527 0.87229
C -4.93364 0.64355 0.40262
O -5.58652 1.46715 -0.18845
O -5.41444 -0.62051 0.57997
C -5.59890 -0.95746 1.95196
I -7.52075 -0.20537 2.64025
C -5.61544 -2.51448 2.01050
C -4.28520 -2.98190 1.36015
I -5.71985 -3.10508 4.06931
C -3.37505 2.02198 1.90655
C -2.12496 2.38806 2.23937
P -1.95851 3.66520 3.60692
O -1.71388 2.71328 4.93376
Cl -0.16838 4.68076 3.34033
N -1.04739 1.84959 1.59967
H 3.28560 -1.93203 1.83076
H 2.66450 -0.46401 2.56928
H 1.50465 -1.72638 2.19096
H 1.76461 -1.31957 -0.28473
H 3.17793 -0.29557 0.00694
H 1.70959 1.48868 0.16246
H 1.17564 0.78884 1.73494
H -0.22656 -0.61533 -0.06038
H -2.64098 -0.21601 -0.51072
H -4.77829 -0.59491 2.58758
H -6.45881 -2.88064 1.41342
H -3.44487 -2.38568 1.75008
H -4.13362 -4.05206 1.54604
H -4.31572 -2.82001 0.27385
H -4.21594 2.48285 2.42335
H -0.90774 2.18353 4.82528
H -0.13961 2.20277 1.88737
C -3.24591 6.38985 -0.49416
C -3.39034 5.05318 0.20363
O -2.32468 4.85478 1.14348
H -2.28929 6.44715 -1.01481
H -4.04904 6.54100 -1.21561
H -3.26767 7.20786 0.22951
H -3.34743 4.23721 -0.51796
H -4.34565 4.99426 0.73450
H -2.37081 5.57406 1.78452
C 7.19712 -1.06030 -0.75005
C 5.73233 -1.20045 -0.38677
O 4.99113 -0.05526 -0.81961
H 7.61867 -0.16287 -0.29608
H 7.76734 -1.92752 -0.41395
H 7.31851 -0.96023 -1.83161
H 5.61216 -1.27881 0.69392
H 5.30270 -2.09605 -0.84887
H 5.08969 0.00970 -1.77519
C 6.75224 3.99282 -2.38007
C 6.65751 2.63040 -1.71807
O 7.69899 2.46148 -0.76123
H 7.71790 4.11091 -2.87273
H 5.96113 4.12531 -3.12044
H 6.67164 4.78936 -1.63639
H 6.75916 1.83788 -2.46008
H 5.69365 2.50883 -1.21350
H 7.60425 3.15434 -0.10050
C -2.28121 -3.20344 -3.77458
C -3.44791 -2.99857 -2.83578
O -3.17680 -1.88132 -1.97263
H -1.36508 -3.37962 -3.20732
H -2.44301 -4.04955 -4.44360
H -2.11358 -2.31071 -4.38270
H -3.60299 -3.87544 -2.20835
H -4.37046 -2.80788 -3.39024
H -3.04938 -1.11516 -2.54296
C 0.78566 -6.12095 -1.09197
C 1.48016 -4.77876 -0.97078
O 0.56081 -3.70830 -1.20563
H 0.34530 -6.23386 -2.08348
H 1.48533 -6.94016 -0.92260
H -0.02848 -6.20172 -0.36705
H 2.27690 -4.69290 -1.70819
H 1.91674 -4.65852 0.02619
H -0.13750 -3.77899 -0.54662
```

Entry 4:
Molecular formula: C11H18BNO8
Method: DFT, ωB97M-V with the def2-TZVPD basis set

Results
spin multiplicity	1
ΔE to the lowest compared entry with this formula, charge and spin	25.0	kJ/mol
charge	0
HOMO-LUMO gap	9.091	eV
SMILES	CB(O)[C@@H]1CCNC1=O.O=C1OCCO1.O=C1OCCO1
HOMO level	-8.83	eV
DFT total energy	-30246.8404	eV
max |F|	1.31	eV Å⁻¹

```
39
C11H18BNO8 ωB97M-V with the def2-TZVPD basis set
C 1.78100 1.57860 -2.83966
B 1.45636 2.93417 -3.55246
O 2.37747 3.98666 -3.45126
C 0.15059 3.24306 -4.38857
C -0.69065 4.17021 -3.44557
C -1.43623 3.14882 -2.57288
N -1.64600 1.95491 -3.43035
C -0.85025 2.12581 -4.58148
O -1.03029 1.52544 -5.61367
H 2.17868 1.78506 -1.83831
H 2.56630 1.05572 -3.39501
H 0.91517 0.92670 -2.71190
H 2.29555 4.41201 -2.59027
H 0.33990 3.69351 -5.36503
H -1.33871 4.81035 -4.03973
H -0.06216 4.74826 -2.76374
H -2.41710 3.52976 -2.27671
H -0.89089 2.85048 -1.67128
H -1.45338 1.12234 -2.88302
C 0.79346 -0.47097 1.44340
C 0.02141 -1.77144 1.42952
O -0.97664 -1.51575 0.42223
C -0.51644 -0.55332 -0.39392
O -1.03492 -0.23481 -1.42073
O 0.60592 0.00684 0.10138
H 1.85045 -0.59645 1.65566
H 0.37145 0.25611 2.13836
H 0.63055 -2.61600 1.10621
H -0.44798 -1.99999 2.37216
C -0.02882 -5.28479 5.82989
C -1.30093 -4.46027 5.78695
O -0.81869 -3.18964 5.33080
C 0.33729 -3.39030 4.66436
O 0.89365 -2.55779 4.01842
O 0.76986 -4.65728 4.81880
H -0.18239 -6.33344 5.59245
H 0.49115 -5.20367 6.78526
H -2.02192 -4.84074 5.06230
H -1.78493 -4.35530 6.75356
```

Entry 5:
Molecular formula: C5H8N2O
Method: DFT, ωB97M-V with the def2-TZVPD basis set

Results
spin multiplicity	1
ΔE to the lowest compared entry with this formula, charge and spin	731.3	kJ/mol
charge	0
HOMO-LUMO gap	8.838	eV
SMILES	C1=N\N=C/COCC/1
HOMO level	-8.71	eV
DFT total energy	-10335.1469	eV
max |F|	3.75	eV Å⁻¹

```
16
C5H8N2O ωB97M-V with the def2-TZVPD basis set
C 0.05827 0.59620 0.80366
C 1.66537 0.79428 0.95623
C 1.82808 -0.59538 0.23614
C -1.19269 -0.53028 -0.93731
C -1.90726 0.61002 -0.18380
H -0.18426 -0.31740 1.31614
H 0.24868 0.54356 -0.27729
H 2.24458 0.65157 1.92580
H 2.05585 1.65975 0.27043
H 2.75550 -1.08068 0.46734
H -2.05266 -1.16273 -1.36870
H -2.57750 -0.03319 0.49853
H -2.44355 1.16795 -0.99621
N 1.09442 -1.32156 -0.61584
N -0.19790 -1.29339 -1.12484
O -1.12911 1.45335 0.63740
```

Q: Which of these has the highest max |F|?
A: C6H24BrO9

Q: Which of these has the lowest DFT total energy?
A: C6H24BrO9

Q: Which formula does entry 4 have?
A: C11H18BNO8

Q: The highest DFT total energy belongs to which entry?
A: C5H8N2O